28 unconnected molecules or ions with the total composition C11H78NO27 at a distorted geometry. Source: the Open Molecules 2025 dataset; level of theory: ωB97M-V/def2-TZVPD.

Last column: Mulliken charge in e.
Atoms and positions in Å:
C1 -2.23883 3.28173 0.49455  -0.544
C2 -2.04083 1.92873 -0.08045  1.592
C3 -0.94783 1.09273 0.39155  0.520
C4 -1.04783 -0.37027 -0.03645  -1.184
N1 0.14217 -1.31127 0.18855  2.178
C5 -0.26683 -2.68927 -0.34545  -0.311
C6 0.71517 -3.62127 0.44855  -1.041
C7 0.82017 -2.96427 1.88855  -0.182
C8 0.53917 -1.43727 1.59155  -0.186
C9 1.35417 -0.85227 -0.62145  -1.943
C10 1.39317 -1.00227 -2.22445  0.920
C11 2.68217 -0.27527 -2.66945  -1.156
H1 -1.61783 4.21273 -0.00945  -0.575
H2 -1.93783 3.26573 1.57855  0.210
H3 -3.44483 3.57173 0.55655  0.300
H4 -1.86383 2.20373 -1.12545  0.211
H5 -3.03483 1.32173 -0.00945  -1.084
H6 -1.00283 1.09773 1.51555  0.053
H7 -0.02183 1.68173 0.13855  -0.481
H8 -1.36883 -0.34327 -1.11645  0.298
H9 -2.06283 -0.67627 0.45855  0.288
H10 -0.08883 -2.83027 -1.40845  0.277
H11 -1.34683 -2.81627 -0.02045  0.364
H12 1.61117 -3.56427 0.06355  0.431
H13 0.27717 -4.74327 0.82955  0.346
H14 1.75517 -3.16627 2.39055  0.081
H15 -0.08883 -3.22827 2.52355  0.128
H16 1.34417 -0.80027 1.76655  0.341
H17 -0.31483 -1.17727 2.17155  -0.150
H18 2.23717 -1.18427 -0.31045  1.033
H19 1.66117 0.25773 -0.45245  0.034
H20 0.46317 -0.63327 -2.81245  -0.327
H21 1.65417 -2.10727 -2.12345  -0.040
H22 3.61617 -0.49627 -2.06545  0.348
H23 2.66917 0.79373 -2.48645  0.317
H24 2.98717 -0.35627 -3.78945  0.151
O1 1.86617 1.08773 3.67555  -0.600
H25 1.14517 1.65173 4.09255  0.271
H26 1.97417 0.29673 4.13755  0.347
O2 -5.44683 1.39173 1.23855  -0.711
H27 -6.23483 1.84673 1.16655  0.286
H28 -4.88183 2.11873 1.75355  0.384
O3 -2.85883 1.58673 4.12355  -0.636
H29 -2.07983 2.12573 4.28555  0.298
H30 -2.78683 0.81973 4.73755  0.273
O4 2.57417 -6.49827 2.73955  -0.636
H31 2.16317 -5.92927 3.33555  0.354
H32 3.33617 -6.00127 2.33155  0.370
O5 -0.95483 -4.38427 -3.84845  -0.601
H33 -1.69683 -4.31227 -3.16645  0.305
H34 -1.03683 -5.18427 -4.35545  0.298
O6 4.27217 -3.01027 0.48355  -0.732
H35 4.48517 -2.01727 0.57755  0.300
H36 4.95517 -3.48727 -0.00145  0.327
O7 2.78917 2.33273 -4.67945  -0.678
H37 3.03717 2.79673 -5.50645  0.306
H38 1.82617 1.87573 -4.77645  0.380
O8 4.75117 -4.75427 2.38555  -0.773
H39 5.85517 -4.72727 2.40555  0.296
H40 4.40817 -4.07827 1.66355  0.578
O9 -4.69683 3.09373 3.20155  -0.874
H41 -3.81883 2.53273 3.40655  0.511
H42 -5.38083 2.62073 3.50855  0.279
O10 -3.95683 5.69973 2.45355  -0.616
H43 -4.59283 6.37173 2.81955  0.287
H44 -4.17283 4.82173 2.70255  0.399
O11 -3.99283 -3.04927 0.05555  -0.659
H45 -3.73383 -2.41127 -0.59345  0.333
H46 -4.88783 -3.07527 0.46255  0.325
O12 -2.94683 -2.32727 2.77755  -0.650
H47 -3.82183 -1.78227 2.94555  0.285
H48 -3.08483 -2.77327 1.89555  0.305
O13 -2.50083 2.12273 -3.77645  -0.631
H49 -2.44783 1.14873 -4.29045  0.314
H50 -1.97683 2.72073 -4.42945  0.315
O14 0.72517 0.57173 -5.31045  -0.669
H51 1.41717 -0.11527 -5.65645  0.364
H52 0.10717 0.00473 -4.89845  0.264
O15 -0.94883 -2.27427 4.78855  -0.621
H53 -1.57183 -2.22227 4.10155  0.227
H54 -1.37583 -2.96927 5.47655  0.331
O16 6.13017 -1.15327 -4.50645  -0.561
H55 5.72517 -1.34327 -5.28245  0.290
H56 5.69517 -0.44627 -4.23645  0.303
O17 2.70817 3.63573 0.31155  -0.609
H57 3.43817 3.40673 -0.17845  0.245
H58 1.81617 3.55373 -0.22145  0.415
O18 0.63217 4.02373 -1.48445  -0.599
H59 1.21917 4.09573 -2.24645  0.236
H60 -0.03783 4.74373 -1.45045  0.337
O19 0.86717 -4.98427 4.48455  -0.635
H61 0.09517 -5.41027 4.15155  0.281
H62 1.41517 -5.48627 5.17755  0.307
O20 5.01617 -0.15427 0.18855  -0.587
H63 5.84317 -0.12427 -0.19745  0.271
H64 4.71917 0.72373 0.27355  0.239
O21 -2.87483 7.08373 0.16055  -0.611
H65 -3.03483 6.37073 0.59755  0.348
H66 -2.10183 6.79773 -0.32145  0.382
O22 -0.52583 6.72273 -1.15345  -0.724
H67 -0.40383 7.26573 -1.86645  0.281
H68 0.42417 6.86673 -0.74445  0.353
O23 5.39217 1.44173 -3.82045  -0.641
H69 4.69517 1.95573 -4.37445  0.357
H70 5.21717 1.34973 -2.89045  0.239
O24 1.62417 -1.51027 4.92655  -0.684
H71 0.71617 -2.03827 4.91255  0.366
H72 2.26017 -2.25627 4.57055  0.327
O25 2.14817 -3.80027 -4.44745  -0.593
H73 1.38817 -3.78327 -3.93345  0.297
H74 2.84717 -3.89227 -3.87245  0.292
O26 -5.00583 3.77473 -1.76345  -0.591
H75 -5.28783 3.84373 -2.59545  0.247
H76 -4.01383 3.35273 -1.77145  0.319
O27 -4.96283 -0.14927 -1.03345  -0.602
H77 -5.13383 0.24473 -0.19145  0.347
H78 -5.63683 -1.04027 -0.89945  0.320

Calculated values
* relative energy (zero: lowest compared OMol25 entry of this formula, charge and spin): 65.9 kJ/mol
* E_LUMO: -2.623 eV
* total charge: +1
* E: -2551.56630 hartree
* highest occupied orbital energy: -11.82 eV
* gap between HOMO and LUMO: 9.19 eV
* largest force on an atom: 8.879 eV Å⁻¹